1.
{"formula": "C30H36Cl2N6O4PZr", "method": "ωB97M-V/def2-TZVPD", "species": ["Zr", "C", "C", "N", "C", "C", "N", "C", "C", "N", "H", "H", "H", "H", "H", "H", "H", "H", "H", "H", "H", "H", "H", "H", "H", "N", "C", "C", "C", "C", "C", "C", "P", "C", "C", "C", "C", "C", "C", "C", "C", "C", "C", "C", "C", "H", "H", "H", "H", "H", "H", "H", "H", "H", "H", "H", "H", "H", "H", "H", "H", "O", "C", "O", "C", "C", "N", "N", "C", "C", "O", "O", "H", "H", "H", "Cl", "C", "Cl", "H", "H"], "xyz": [[-16.84004, -3.31640, 8.61863], [-16.93683, -0.03557, 8.17811], [-16.28284, -0.68621, 7.01438], [-16.92203, -2.00843, 6.72913], [-18.33320, -1.86769, 6.15526], [-19.39084, -2.45557, 7.07170], [-18.94594, -2.52908, 8.46167], [-19.37522, -1.33550, 9.32709], [-18.23050, -0.84272, 10.14037], [-16.91088, -0.97094, 9.37464], [-16.50562, 0.91020, 8.48354], [-18.04192, 0.17448, 7.90854], [-16.26006, -0.17110, 6.04137], [-15.24014, -0.93247, 7.25032], [-16.38727, -2.52993, 6.08521], [-18.43934, -0.78817, 5.99896], [-18.27375, -2.32547, 5.15904], [-20.30281, -1.90708, 6.95965], [-19.65391, -3.49108, 6.83317], [-19.49584, -3.35574, 8.83297], [-19.74895, -0.48917, 8.71582], [-20.10997, -1.67839, 10.05287], [-18.49720, 0.15422, 10.55970], [-18.09735, -1.39803, 11.08424], [-16.16763, -0.73489, 10.00935], [-17.82412, -4.01627, 10.71490], [-17.36528, -3.52131, 12.03243], [-18.14026, -3.32224, 13.14802], [-17.48189, -2.93532, 14.34507], [-16.14713, -2.75715, 14.42122], [-15.34725, -2.94581, 13.30786], [-15.97247, -3.28911, 12.11679], [-14.98401, -3.51857, 10.59759], [-14.48658, -5.30999, 10.57916], [-15.11099, -6.22647, 11.43939], [-14.82360, -7.57464, 11.39563], [-14.11710, -8.05305, 10.27805], [-13.49432, -7.12803, 9.39675], [-13.67669, -5.78041, 9.54298], [-13.43900, -2.46866, 10.73747], [-12.28296, -2.92199, 11.28890], [-11.11029, -2.19771, 11.23171], [-11.14526, -0.87819, 10.74426], [-12.36705, -0.32899, 10.28907], [-13.46989, -1.15220, 10.28077], [-17.56186, -5.01351, 10.67719], [-18.91587, -4.03508, 10.68249], [-19.13765, -3.58403, 13.08254], [-18.06114, -2.73105, 15.17133], [-15.69915, -2.44653, 15.33678], [-14.31859, -2.83749, 13.34963], [-15.64800, -5.80598, 12.26565], [-15.28258, -8.26963, 12.09736], [-14.01729, -9.14122, 10.13740], [-12.85345, -7.56809, 8.62745], [-13.07881, -5.10016, 8.94484], [-12.26047, -3.94000, 11.72755], [-10.21385, -2.58499, 11.67074], [-10.19353, -0.26415, 10.78706], [-12.35612, 0.66121, 9.84445], [-14.33676, -0.76590, 9.80008], [-21.96456, -4.68167, 7.37376], [-20.93081, -5.30080, 7.90591], [-20.45875, -4.80101, 8.92048], [-20.38725, -6.52952, 7.36945], [-20.93028, -7.60945, 6.61996], [-19.94105, -8.46079, 6.57095], [-18.79922, -8.16597, 7.18490], [-19.07159, -6.94086, 7.66961], [-18.05583, -6.23584, 8.55246], [-17.75887, -6.65761, 9.62864], [-17.52577, -5.05704, 8.04632], [-22.25929, -5.01639, 6.52675], [-21.94759, -7.74148, 6.24706], [-20.03040, -9.38436, 6.23485], [-11.31595, -3.09026, 7.73474], [-12.70763, -2.34889, 7.03637], [-14.18747, -3.40063, 6.90624], [-12.57424, -2.08333, 6.03414], [-13.05585, -1.56311, 7.68968]], "atomic_forces_ev_per_a": [[0.166, 0.048, 0.526], [-2.070, 0.225, 0.509], [1.199, -1.100, -1.229], [-1.933, 0.176, 1.441], [1.448, 0.420, -0.365], [0.197, -0.874, -0.661], [-1.157, 0.331, 1.549], [0.320, -0.393, -0.581], [1.364, 0.212, 1.545], [-2.061, 0.114, -0.493], [0.183, 0.214, -0.326], [1.830, -0.226, 0.585], [-0.138, 0.556, 0.674], [-0.040, 0.265, 0.012], [0.964, -0.306, -1.159], [-0.427, -0.267, -0.030], [-0.514, 0.049, 0.309], [-0.634, 0.433, 0.124], [0.342, 0.231, -0.517], [0.277, 0.736, -0.377], [-0.211, -0.950, 0.113], [-0.519, 0.156, -0.392], [0.643, -0.119, -0.822], [0.019, -0.200, -0.553], [0.269, 0.327, 0.205], [-2.176, 0.354, 0.481], [1.424, 0.278, -0.407], [2.315, -0.052, 0.106], [-1.195, -0.384, -2.163], [1.158, 0.153, -0.082], [-2.169, -0.357, -0.665], [0.267, -0.113, -0.687], [1.265, -0.434, 0.752], [-0.854, 0.426, -0.298], [0.950, 1.081, 0.493], [-0.383, -0.677, -1.421], [0.228, 0.436, 0.351], [-0.239, -2.150, 0.295], [0.533, 0.570, 0.156], [-1.885, 0.325, -0.465], [0.832, -2.463, 0.640], [-0.354, 1.715, 0.134], [0.741, 0.321, 0.405], [1.697, -0.639, 0.071], [-0.062, 0.067, -0.569], [-0.207, -0.123, -0.104], [2.363, -0.119, 0.141], [-2.109, -0.160, 0.326], [-1.268, 0.211, 1.775], [0.207, 0.105, 0.575], [1.863, 0.322, 0.099], [-0.531, -0.086, 0.368], [0.225, 0.225, -0.074], [0.160, 0.718, 0.012], [-0.203, 0.481, 0.116], [-0.245, 0.016, -0.116], [0.070, 0.645, -0.339], [0.358, -0.207, 0.002], [-1.384, -0.770, -0.257], [-0.284, -0.041, 0.265], [-0.741, 0.255, -0.239], [-0.170, 0.417, 0.007], [-0.445, -0.163, 0.581], [0.645, 0.262, 0.113], [0.011, -0.542, -0.686], [-0.244, 2.543, 1.194], [0.114, -1.716, -0.463], [-0.601, 2.146, 0.597], [1.017, -0.586, 0.182], [-0.690, -0.474, -0.702], [0.255, 0.412, -0.177], [-0.006, -0.207, 0.468], [-0.135, -0.433, -0.410], [0.588, -0.317, -0.008], [0.003, -1.102, -0.660], [-0.123, -0.254, -0.123], [-0.344, 0.016, 1.488], [-0.553, -0.945, 0.257], [0.528, 0.576, -1.317], [0.267, 0.379, -0.104]], "homo_lumo_gap_ev": 7.38, "e_tot_ha": -3102.2835, "multiplicity": 1, "total_charge": 3, "homo_ev": -16.4}

***

2.
{"formula": "C30H36Cl4GeN3O5SiZn", "method": "ωB97M-V/def2-TZVPD", "species": ["Zn", "C", "Si", "C", "N", "C", "C", "C", "C", "C", "C", "C", "C", "C", "C", "C", "C", "C", "C", "C", "C", "C", "H", "H", "H", "H", "H", "H", "H", "H", "H", "H", "H", "H", "H", "H", "H", "H", "H", "H", "H", "H", "H", "H", "H", "H", "C", "N", "N", "C", "O", "C", "C", "C", "C", "C", "C", "C", "C", "C", "H", "H", "H", "H", "H", "H", "H", "H", "H", "H", "H", "H", "O", "Cl", "O", "O", "O", "Cl", "Ge", "Cl", "Cl"], "xyz": [[0.09869, -0.53258, -1.39295], [2.03447, -0.24101, -1.68962], [2.77070, -1.07351, -0.19499], [1.61457, -0.50780, 1.23162], [0.16971, -0.60111, 0.88886], [-0.44756, -1.85997, 1.36059], [-0.59264, -1.94174, 2.88073], [-1.36546, -0.73724, 3.41956], [-0.69261, 0.55148, 2.94717], [-0.60071, 0.53721, 1.42294], [2.86973, -2.94602, -0.33459], [3.30644, -3.51556, -1.53131], [3.39170, -4.88999, -1.68222], [3.03536, -5.72696, -0.63386], [2.61112, -5.18008, 0.56729], [2.53819, -3.80266, 0.71471], [4.49040, -0.40716, 0.22555], [5.16695, 0.45388, -0.63761], [6.41820, 0.95939, -0.31329], [7.01713, 0.61053, 0.88834], [6.36836, -0.25876, 1.75411], [5.12089, -0.76322, 1.42039], [2.35057, -0.68778, -2.63368], [2.28665, 0.82204, -1.71069], [1.85829, 0.54278, 1.41085], [1.83763, -1.03117, 2.16665], [0.14033, -2.69550, 0.98138], [-1.43809, -1.92373, 0.90422], [0.38831, -1.98032, 3.36219], [-1.10701, -2.87034, 3.13594], [-1.41079, -0.77217, 4.50982], [-2.39377, -0.75986, 3.04244], [0.30551, 0.63711, 3.38533], [-1.26633, 1.42680, 3.26039], [-0.14951, 1.46098, 1.05014], [-1.61359, 0.46560, 1.01535], [3.58056, -2.87024, -2.35907], [3.73358, -5.31106, -2.61929], [3.09173, -6.80142, -0.75243], [2.33497, -5.82722, 1.39079], [2.21839, -3.39383, 1.66822], [4.70682, 0.72994, -1.57979], [6.92714, 1.62596, -0.99863], [7.99033, 1.00860, 1.14656], [6.83762, -0.54374, 2.68779], [4.62677, -1.45234, 2.09904], [-4.01501, 4.64236, -0.83784], [-2.74252, 3.93156, -0.81514], [-2.71255, 2.55727, -0.71224], [-1.62362, 2.08284, -1.39808], [-1.40142, 0.85583, -1.55800], [-0.90829, 3.21920, -1.85022], [-1.65312, 4.31828, -1.52662], [-1.42110, 5.75211, -1.83834], [-3.50234, 1.87097, 0.24397], [-3.87762, 2.52766, 1.41562], [-4.65429, 1.87126, 2.35563], [-5.05388, 0.56002, 2.14240], [-4.64941, -0.09984, 0.99251], [-3.87226, 0.54688, 0.04524], [-4.81160, 3.95774, -0.56711], [-4.22042, 5.01524, -1.84152], [-4.00163, 5.47305, -0.13325], [0.02737, 3.18863, -2.38072], [-0.39540, 5.89364, -2.16798], [-1.60390, 6.37472, -0.96271], [-2.08612, 6.08871, -2.63667], [-3.55125, 3.54226, 1.60118], [-4.95017, 2.39392, 3.25572], [-5.67881, 0.05867, 2.86941], [-4.94981, -1.12285, 0.80901], [-3.53910, 0.01041, -0.82546], [-0.57798, -1.60696, -3.38286], [-1.09105, -2.59494, -2.43797], [-1.83333, -3.58454, -3.10968], [0.01154, -3.12134, -1.69830], [-1.93053, -1.86434, -1.50163], [-4.76951, -1.51920, -3.62513], [-2.92970, -0.29559, -3.85174], [-3.87661, 1.79582, -4.01196], [-2.31434, -0.64570, -5.93443]], "atomic_forces_ev_per_a": [[0.175, 0.962, 0.577], [0.353, -0.521, 0.160], [-0.011, 0.625, -0.360], [0.181, -0.352, -0.081], [-0.159, -0.046, -0.247], [0.020, -0.136, 0.172], [-0.103, 0.108, -0.019], [0.190, 0.020, 0.008], [-0.105, -0.118, -0.105], [-0.037, 0.095, 0.144], [-0.101, 0.190, 0.071], [0.000, 0.047, -0.002], [0.036, -0.030, -0.034], [0.002, 0.023, -0.004], [0.003, -0.070, 0.062], [0.040, 0.052, -0.004], [-0.176, -0.145, 0.095], [-0.063, 0.005, -0.015], [0.053, 0.023, 0.013], [0.015, 0.005, -0.042], [0.010, -0.018, 0.074], [-0.038, 0.007, -0.013], [-0.030, 0.016, -0.022], [-0.022, 0.035, 0.065], [0.043, 0.012, -0.046], [-0.037, 0.089, 0.061], [-0.040, 0.021, -0.078], [0.025, -0.014, -0.025], [0.016, -0.050, 0.004], [0.031, -0.034, -0.035], [-0.055, 0.002, -0.001], [0.001, -0.011, 0.021], [0.008, 0.029, 0.022], [0.013, 0.019, 0.000], [-0.006, -0.007, -0.046], [0.239, -0.023, 0.050], [-0.019, -0.039, -0.031], [-0.019, 0.001, -0.005], [-0.007, 0.000, -0.002], [0.013, -0.002, -0.002], [-0.026, -0.016, -0.003], [0.002, 0.017, 0.005], [0.001, 0.000, 0.002], [0.003, -0.007, -0.003], [-0.002, 0.000, -0.003], [0.042, 0.000, 0.028], [-0.108, 0.039, -0.152], [0.120, 0.223, 0.345], [-0.204, -0.233, -0.397], [0.244, -0.178, -0.164], [-0.079, -0.025, 0.227], [0.009, 0.127, -0.123], [0.187, -0.188, 0.171], [-0.118, 0.005, -0.085], [-0.220, 0.080, 0.265], [0.102, 0.001, -0.066], [-0.044, -0.006, -0.009], [-0.040, -0.012, 0.055], [-0.015, 0.050, 0.015], [-0.069, 0.011, -0.209], [0.015, -0.016, 0.053], [0.010, -0.005, -0.001], [0.008, -0.037, 0.008], [-0.030, 0.013, -0.038], [-0.002, 0.008, -0.011], [0.024, 0.012, -0.005], [0.011, 0.005, -0.002], [0.013, 0.011, -0.029], [0.009, -0.015, 0.010], [0.024, -0.015, 0.009], [0.031, -0.015, 0.022], [-0.021, -0.015, -0.188], [0.033, 0.440, -0.179], [-0.269, -1.204, -0.076], [-0.202, -0.322, -0.248], [0.456, -0.242, 0.156], [-0.263, 0.471, 0.334], [0.636, 0.283, 0.104], [-1.142, 0.557, -0.999], [0.514, -0.682, 0.271], [-0.079, 0.110, 0.529]], "homo_lumo_gap_ev": [8.58, 6.26], "e_tot_ha": -7691.6271, "multiplicity": 2, "total_charge": 0, "homo_ev": [-8.5, -8.6], "s_squared": 0.75}

***

3.
{"formula": "C30H36ClN7O2PdS", "method": "ωB97M-V/def2-TZVPD", "species": ["Pd", "N", "C", "C", "C", "C", "C", "C", "S", "N", "C", "C", "C", "C", "C", "C", "N", "H", "H", "H", "H", "H", "H", "H", "H", "H", "C", "C", "N", "O", "H", "H", "H", "H", "H", "C", "C", "C", "C", "C", "O", "C", "C", "C", "C", "C", "C", "Cl", "C", "C", "C", "N", "C", "N", "C", "N", "H", "H", "H", "H", "H", "H", "H", "H", "H", "H", "H", "H", "H", "H", "H", "H", "H", "H", "H", "H", "H", "H"], "xyz": [[-25.93028, -9.27205, 1.70329], [-28.60332, -12.56801, 2.23645], [-28.63618, -13.19947, 3.49954], [-29.59560, -14.18900, 3.77661], [-29.56333, -14.81417, 5.01080], [-28.61262, -14.43744, 5.98319], [-27.70926, -13.43409, 5.72290], [-27.68210, -12.84952, 4.45577], [-26.48136, -11.67022, 4.12038], [-26.67885, -11.24984, 2.49758], [-27.66983, -11.69731, 1.79521], [-27.82184, -11.20435, 0.38685], [-28.68115, -11.73301, -0.54538], [-28.76651, -11.18280, -1.84068], [-27.88795, -10.15775, -2.12814], [-27.03041, -9.71085, -1.14805], [-26.98858, -10.19321, 0.07894], [-29.32482, -12.84671, 1.59390], [-30.32846, -14.38671, 2.99570], [-30.31340, -15.58824, 5.22200], [-28.57285, -14.93844, 6.93722], [-26.99500, -13.13270, 6.48791], [-29.27091, -12.60728, -0.30990], [-29.46025, -11.54808, -2.58093], [-27.89085, -9.65135, -3.07138], [-26.41041, -8.86256, -1.32494], [-27.70566, -5.24589, 0.90800], [-26.52329, -6.05519, 1.15885], [-25.35014, -5.49035, 1.38781], [-26.60468, -7.31340, 1.14369], [-28.55854, -5.55633, 1.59038], [-28.12698, -5.47716, -0.05827], [-27.52087, -4.17395, 0.94874], [-25.26662, -4.49265, 1.42705], [-24.48538, -6.04086, 1.46263], [-18.97140, -11.18097, 3.87673], [-19.13991, -11.49666, 2.37515], [-20.40170, -12.37293, 2.25398], [-17.89301, -12.29571, 1.92579], [-19.29805, -10.24657, 1.39861], [-19.87998, -10.64544, 0.16474], [-18.00100, -9.50040, 1.04389], [-17.29812, -8.70206, 2.13288], [-16.01030, -8.14440, 1.65582], [-15.11480, -7.55934, 2.57395], [-13.87879, -7.08732, 2.20746], [-13.52166, -7.16970, 0.83423], [-12.09133, -6.51317, 0.19786], [-14.42325, -7.72968, -0.13951], [-15.66690, -8.17577, 0.25259], [-20.24779, -9.17674, 2.00335], [-21.64733, -9.21908, 1.60011], [-22.73045, -9.77086, 2.13968], [-23.79579, -9.47236, 1.38755], [-23.27311, -8.71764, 0.37680], [-21.98057, -8.52264, 0.51067], [-18.84747, -12.15522, 4.40691], [-19.85163, -10.71770, 4.35700], [-18.12121, -10.57388, 4.04217], [-20.30665, -13.33170, 2.79704], [-20.66363, -12.56030, 1.24472], [-21.23422, -11.84885, 2.71661], [-17.81964, -13.20082, 2.56654], [-16.98571, -11.69045, 2.03274], [-18.02282, -12.65805, 0.87843], [-19.19111, -10.90200, -0.44456], [-18.27885, -8.82216, 0.25527], [-17.26244, -10.23605, 0.61996], [-17.11975, -9.31583, 2.98404], [-17.88386, -7.86885, 2.51717], [-15.39821, -7.49571, 3.61800], [-13.19615, -6.69892, 2.94453], [-14.10669, -7.79577, -1.17532], [-16.33412, -8.50261, -0.52288], [-19.97416, -8.17443, 1.72826], [-20.22140, -9.27495, 3.07380], [-22.73522, -10.31142, 3.08376], [-23.84275, -8.29592, -0.43264]], "atomic_forces_ev_per_a": [[0.161, 0.205, -0.244], [0.487, -0.253, 0.928], [-0.587, -0.319, -1.089], [0.454, 0.785, -0.333], [-0.594, -0.207, -0.310], [0.087, 0.137, -0.164], [0.293, -0.274, 0.452], [0.417, 0.540, 0.251], [0.007, 0.052, -0.494], [0.305, 0.139, 1.357], [-1.283, -0.677, -0.807], [0.588, -0.050, 0.345], [-0.378, -0.291, -0.479], [0.644, 0.000, 0.787], [-0.579, -0.245, -0.098], [0.177, 0.567, 0.252], [-0.339, -0.172, 0.103], [-0.212, -0.009, -0.155], [0.005, -0.318, 0.373], [0.458, 0.328, 0.009], [-0.159, -0.046, 0.119], [-0.098, -0.069, -0.180], [-0.189, 0.033, -0.074], [-0.108, -0.149, 0.022], [0.023, 0.048, -0.427], [0.479, 0.416, -0.231], [-1.920, 0.333, 0.760], [1.229, -0.732, 0.300], [0.540, -0.194, -0.035], [-0.150, -0.819, -0.073], [1.197, 0.522, -0.433], [0.170, -0.125, -0.570], [-0.084, -0.084, 0.178], [0.075, 0.336, -0.041], [-0.828, 0.391, 0.019], [-0.998, -1.051, -0.115], [0.051, -0.286, -0.319], [0.374, 0.015, 0.979], [-0.756, -0.638, -0.031], [-0.242, 0.076, 0.386], [-0.350, 0.167, 0.453], [0.493, -0.888, 0.096], [-0.109, -0.048, -0.722], [0.210, 0.180, -1.418], [0.729, 0.235, 0.308], [-0.413, -0.364, -0.173], [0.395, 0.293, -1.012], [-0.699, -0.396, 0.779], [-0.596, -0.261, 0.518], [1.260, 0.685, 0.722], [-0.199, -0.491, 0.316], [-0.477, -0.231, 0.000], [0.054, -0.145, 0.531], [-0.189, 0.178, 0.028], [0.750, 0.316, 0.158], [-0.795, -0.128, -0.831], [0.129, 0.771, -0.355], [0.288, -0.067, -0.287], [0.885, 0.526, 0.531], [0.182, 0.479, -0.255], [-0.172, -0.327, -0.958], [-0.226, 0.016, 0.129], [0.168, 0.571, -0.437], [-0.063, -0.391, -0.034], [0.311, 0.328, 0.644], [0.289, -0.219, -0.316], [-0.168, 0.264, -0.477], [-0.774, 0.639, 0.317], [0.397, -0.481, 0.812], [-0.252, 0.220, 0.000], [-0.026, -0.073, -0.013], [0.148, 0.191, -0.019], [-0.022, 0.151, 0.125], [-0.195, -0.262, 0.097], [0.374, 0.338, -0.134], [-0.013, 0.209, 0.427], [0.010, 0.090, -0.423], [-0.048, 0.013, -0.043]], "homo_lumo_gap_ev": [7.32, 5.60], "e_tot_ha": -2683.3816, "multiplicity": 5, "total_charge": 4, "homo_ev": [-18.2, -18.4], "s_squared": 6.04}

***

> Number 3 is which compound?

C30H36ClN7O2PdS